The following is a DFT calculation (wB97M-V/def2-TZVPD) of a molecular structure, H24NeO12.

- Calculated total energy: -1046.1843 Eh
- Max |F|: 0.76 eV/Å
- Charge: 0
- Energy relative to the best compared isomer or geometry (same formula, charge and spin): 48.47 kcal per mole
- E_HOMO: -10.64 eV
- Molar mass: 236.36 g/mol
- Orbital gap: 9.77 eV

```
37
Properties=species:S:1:pos:R:3:nbo_charge:R:1
Ne -0.1513 0.0885 0.3082 0.00
O -0.1002 -3.6695 0.3837 -0.95
H -0.3953 -3.5528 -0.5194 0.46
H -0.7970 -3.2846 0.9154 0.48
O -0.9047 2.0792 4.1114 -0.95
H -0.6824 2.3559 3.2224 0.48
H -1.0826 2.8951 4.5793 0.46
O 1.5254 -2.6219 -2.1546 -0.96
H 2.0938 -2.7682 -1.3984 0.46
H 1.2389 -1.7128 -2.0672 0.49
O 0.3810 3.2208 -2.7451 -0.95
H -0.1989 2.4989 -2.5023 0.47
H 0.9363 2.8603 -3.4364 0.46
O -1.8730 1.6190 -2.2153 -0.96
H -2.2793 2.1538 -1.5333 0.49
H -2.5362 0.9643 -2.4337 0.48
O 3.4765 -0.0235 -1.9800 -0.94
H 4.3336 -0.2758 -2.3233 0.47
H 3.2527 -0.7174 -1.3597 0.47
O 0.1889 2.7521 1.3893 -0.96
H 0.6672 2.2604 0.7217 0.49
H -0.4621 3.2531 0.8979 0.49
O 0.6338 -0.2678 -2.8054 -0.95
H 1.1012 0.3622 -3.3540 0.49
H -0.1981 0.1605 -2.6036 0.48
O -2.3913 -1.8705 -1.1070 -0.95
H -2.7096 -1.2807 -1.7905 0.47
H -2.2144 -2.6931 -1.5633 0.49
O 2.5914 2.9045 2.5227 -0.95
H 2.7614 1.9763 2.6836 0.46
H 1.7339 2.9213 2.0976 0.47
O -0.3636 -2.6975 4.0030 -0.95
H -0.0262 -1.8518 4.2984 0.46
H -0.8754 -2.4916 3.2207 0.48
O -1.9230 -2.0337 1.6777 -0.98
H -2.7965 -1.8949 2.0437 0.49
H -1.9550 -1.6180 0.8161 0.50
```

The following is a DFT calculation (wB97M-V/def2-TZVPD) of a gas-phase ion, C3H8NO (charge -1) at a distorted geometry.

- Calculated total energy: -249.0612 Eh
- Max |F|: 1.66 eV/Å
- Charge: -1
- Energy relative to the best compared isomer or geometry (same formula, charge and spin): 15.95 kcal per mole
- E_HOMO: -2.46 eV
- Molar mass: 74.10 g/mol
- Orbital gap: 6.82 eV

```
13
Properties=species:S:1:pos:R:3:nbo_charge:R:1
C -0.0140 -1.2579 -1.2028 -0.62
C 0.3003 0.1384 -0.6988 -0.25
N 0.6159 0.1209 0.7564 -0.74
C -0.3364 1.1746 1.4506 0.16
O -1.6063 1.0301 1.2592 -0.92
H -0.2278 -1.3029 -2.2733 0.18
H -0.9362 -1.6520 -0.7405 0.21
H 0.7983 -1.9585 -1.0558 0.18
H -0.6322 0.6946 -0.7171 0.22
H 1.1894 0.5841 -1.2416 0.15
H 0.6534 -0.8738 0.9528 0.32
H 0.1131 2.1174 1.0142 0.05
H 0.0825 1.1848 2.4968 0.06
```

The following is a DFT calculation (wB97M-V/def2-TZVPD) of C9H15NO3 in the gas phase at a distorted geometry.

- Calculated total energy: -632.2187 Eh
- Max |F|: 5.08 eV/Å
- Charge: 0
- Energy relative to the best compared isomer or geometry (same formula, charge and spin): 155.75 kcal per mole
- E_HOMO: -8.81 eV
- Molar mass: 185.22 g/mol
- Orbital gap: 8.79 eV

```
28
Properties=species:S:1:pos:R:3:nbo_charge:R:1
C -0.5370 -0.5056 2.4852 -0.24
O -1.1287 -0.7009 1.2449 -0.54
C -0.6855 0.2360 0.2828 0.25
C -1.5379 0.9576 -0.4881 0.02
C -3.0864 0.9946 -0.0757 -0.63
C -1.1208 1.9368 -1.5712 -0.65
C 0.8286 0.0460 0.0676 -0.05
C 1.4435 -1.0455 -0.4311 0.14
C 2.9050 -1.1786 -0.5896 -0.68
C 0.6453 -2.3238 -0.7159 -0.62
N 1.5415 1.2776 0.2805 0.51
O 2.5160 1.5999 -0.3547 -0.38
O 1.0369 1.9744 1.1521 -0.40
H -0.8897 0.4095 2.9949 0.18
H 0.4889 -0.3577 2.2908 0.17
H -0.7971 -1.4229 3.0509 0.19
H -3.4047 1.9600 0.3293 0.21
H -3.6098 0.7883 -1.0171 0.21
H -3.2013 0.4025 0.7433 0.23
H -0.2551 1.5734 -2.1424 0.22
H -0.9004 2.9186 -1.1769 0.23
H -1.8945 2.0488 -2.2535 0.21
H 3.6111 -0.4728 -0.2036 0.25
H 3.1584 -1.2410 -1.6157 0.24
H 3.3492 -2.0906 -0.2658 0.23
H 1.1898 -2.8081 -1.4657 0.22
H 0.6782 -2.8522 0.3545 0.23
H -0.3433 -2.1244 -0.9098 0.23
```

The following is a DFT calculation (wB97M-V/def2-TZVPD) of 8 unconnected molecules or ions with the total composition C57H77BClF4N10O8.

- Calculated total energy: -4251.8839 Eh
- Max |F|: 0.87 eV/Å
- Charge: +1
- E_HOMO: -10.69 eV
- Molar mass: 1152.56 g/mol
- Orbital gap: 8.60 eV

```
158
Properties=species:S:1:pos:R:3:lowdin_charge:R:1
C 7.3350 2.7731 1.6269 -0.09
C 6.7624 3.3443 0.3157 -0.20
C 5.8229 2.4082 -0.4597 -0.15
O 4.4740 2.9110 -0.5133 -0.11
C 3.7791 2.6645 0.6488 -0.13
N 2.3318 2.7699 0.2492 0.05
C 1.8828 2.0923 -1.0032 -0.05
C 2.3657 2.7307 -2.3266 -0.61
F 1.4382 2.4476 -3.2361 0.16
F 2.3787 4.0538 -2.1697 0.18
F 3.5036 2.3438 -2.8257 0.21
C 1.9516 0.5853 -0.9531 -0.16
F 3.2148 0.1571 -1.3229 0.06
C 1.5587 -0.0300 0.4395 -0.31
O 2.7281 -0.1038 1.2207 -0.07
C 3.5171 -1.2962 1.1934 -0.18
C 4.7860 -1.0683 2.0061 -0.19
C 4.6784 -1.5594 3.4591 -0.07
N 0.8215 -1.2392 0.0946 -0.03
C 1.2459 -2.0371 -1.0740 -0.02
C 0.1678 -2.0959 1.0468 -0.46
C -1.2010 -2.5458 0.6114 0.02
O 0.6779 -2.4644 2.0697 0.12
C 0.6178 1.0123 1.1912 -0.09
C -0.7114 0.9356 0.3768 -0.15
O -1.5511 2.0614 0.4367 -0.14
C -2.7844 1.7778 -0.1826 -0.23
O -2.6990 1.8502 -1.5776 -0.09
C -2.5363 3.1588 -2.1064 -0.19
C -3.2248 3.2452 -3.4441 -0.22
O -2.5725 2.5091 -4.4692 -0.06
B 0.3036 0.6904 2.7932 -0.59
O 1.0880 -0.1547 3.5203 0.18
N -0.8560 1.3684 3.3523 -0.09
C -0.5276 1.8650 4.7014 -0.07
C -2.0173 0.4351 3.4642 -0.05
C 1.3458 2.3721 1.3921 -0.66
O 2.0708 2.2614 2.5653 0.00
Cl 0.3247 3.8265 1.5268 0.90
H 6.7837 3.1682 2.4823 0.06
H 7.2565 1.6833 1.6474 0.07
H 8.3876 3.0353 1.7287 0.07
H 7.5676 3.6405 -0.3596 0.11
H 6.1895 4.2519 0.5227 0.11
H 6.1305 2.3036 -1.5006 0.13
H 5.8023 1.4034 -0.0231 0.12
H 3.9584 1.6792 1.0750 0.13
H 3.9492 3.4331 1.4135 0.16
H 2.1552 3.7653 0.0856 0.14
H 0.8178 2.3503 -1.0464 0.16
H 1.2492 0.2555 -1.7191 0.15
H 2.9448 -2.1096 1.6442 0.10
H 3.7605 -1.5983 0.1732 0.10
H 4.9968 0.0046 2.0270 0.09
H 5.5942 -1.5972 1.4981 0.12
H 3.6347 -1.5893 3.7832 0.07
H 5.0979 -2.5587 3.5802 0.08
H 5.2129 -0.8893 4.1372 0.06
H 0.8983 -3.0659 -0.9713 0.10
H 2.3236 -2.0756 -1.2089 0.09
H 0.7811 -1.6562 -1.9900 0.10
H -1.1870 -3.6315 0.4801 0.10
H -1.9166 -2.3016 1.4007 0.08
H -1.5030 -2.0961 -0.3346 0.09
H -0.5108 0.7015 -0.6758 0.13
H -1.2565 0.0653 0.7542 0.11
H -3.1113 0.7597 0.0485 0.14
H -3.5202 2.4845 0.2113 0.13
H -1.4654 3.3783 -2.2347 0.12
H -2.9408 3.9140 -1.4209 0.13
H -4.2527 2.8826 -3.3482 0.13
H -3.2507 4.2989 -3.7432 0.13
H -1.9072 1.9355 -4.0706 0.08
H 1.9027 0.2021 3.8874 0.12
H 0.5084 2.2092 4.7597 0.07
H -1.1731 2.7172 4.9324 0.09
H -0.6590 1.1017 5.4777 0.10
H -2.7298 0.8698 4.1670 0.09
H -1.7136 -0.5461 3.8412 0.08
H -2.5204 0.3578 2.5000 0.06
H 2.2302 3.1418 2.9374 0.12
N 1.9449 1.8055 -8.2725 0.05
C 0.8807 1.9748 -9.0546 -0.16
C -0.3968 2.2328 -8.5759 -0.07
C -0.5807 2.3173 -7.2049 -0.07
C 0.5204 2.1432 -6.3776 -0.08
C 1.7537 1.8922 -6.9593 -0.16
H 1.0583 1.8989 -10.1219 0.10
H -1.2185 2.3532 -9.2691 0.08
H -1.5599 2.5215 -6.7918 0.09
H 0.4257 2.1964 -5.3031 0.07
H 2.6360 1.7532 -6.3417 0.10
N -3.0644 -2.8407 3.9933 0.05
C -2.4221 -3.9962 3.8213 -0.16
C -2.9581 -5.2275 4.1690 -0.06
C -4.2275 -5.2656 4.7242 -0.07
C -4.9035 -4.0716 4.9126 -0.08
C -4.2809 -2.8933 4.5339 -0.15
H -1.4242 -3.9288 3.4018 0.09
H -2.3900 -6.1337 4.0089 0.10
H -4.6854 -6.2054 5.0021 0.11
H -5.8978 -4.0544 5.3344 0.10
H -4.7853 -1.9406 4.6609 0.10
N -7.7408 -5.1160 3.4212 0.06
C -7.3451 -4.3987 2.3726 -0.16
C -8.1354 -3.4416 1.7552 -0.08
C -9.4081 -3.2117 2.2554 -0.08
C -9.8330 -3.9493 3.3484 -0.07
C -8.9648 -4.8863 3.8910 -0.15
H -6.3444 -4.6071 2.0080 0.10
H -7.7603 -2.8970 0.8985 0.10
H -10.0585 -2.4762 1.7993 0.11
H -10.8176 -3.8091 3.7722 0.10
H -9.2662 -5.4840 4.7441 0.11
N -5.0911 1.4908 2.1569 0.05
C -5.8784 0.4197 2.0702 -0.15
C -7.2632 0.4859 2.0513 -0.06
C -7.8663 1.7314 2.1252 -0.07
C -7.0600 2.8550 2.2179 -0.06
C -5.6847 2.6807 2.2311 -0.15
H -5.3728 -0.5405 2.0223 0.10
H -7.8504 -0.4199 1.9859 0.09
H -8.9442 1.8252 2.1146 0.11
H -7.4848 3.8470 2.2830 0.10
H -5.0231 3.5377 2.3077 0.11
N -2.0156 0.9150 -11.2887 0.05
C -2.5448 1.1316 -12.4909 -0.15
C -2.5359 0.1928 -13.5114 -0.07
C -1.9432 -1.0367 -13.2726 -0.08
C -1.3871 -1.2747 -12.0259 -0.07
C -1.4502 -0.2702 -11.0720 -0.16
H -2.9973 2.1051 -12.6430 0.10
H -2.9824 0.4240 -14.4685 0.10
H -1.9144 -1.7949 -14.0441 0.11
H -0.9122 -2.2180 -11.7940 0.10
H -1.0252 -0.4196 -10.0847 0.10
N 3.8099 -4.5644 -0.3507 0.06
C 4.4793 -5.6395 -0.7613 -0.15
C 4.1201 -6.9371 -0.4248 -0.06
C 3.0091 -7.1322 0.3799 -0.07
C 2.3013 -6.0219 0.8146 -0.06
C 2.7431 -4.7697 0.4193 -0.16
H 5.3442 -5.4527 -1.3875 0.11
H 4.7018 -7.7730 -0.7876 0.10
H 2.7018 -8.1301 0.6634 0.11
H 1.4294 -6.1192 1.4470 0.10
H 2.2260 -3.8791 0.7547 0.06
N 5.5330 2.1343 5.9544 0.05
C 6.8258 1.8561 6.1046 -0.16
C 7.7932 2.8205 6.3457 -0.07
C 7.3944 4.1440 6.4433 -0.07
C 6.0495 4.4473 6.2989 -0.07
C 5.1638 3.4090 6.0544 -0.17
H 7.0963 0.8093 6.0211 0.10
H 8.8324 2.5426 6.4537 0.10
H 8.1188 4.9257 6.6304 0.11
H 5.6930 5.4654 6.3742 0.10
H 4.1028 3.6080 5.9396 0.09
```

The following is a DFT calculation (wB97M-V/def2-TZVPD) of a molecular structure, C8H12N4OPdS4 at a distorted geometry.

- Calculated total energy: -2326.9524 Eh
- Max |F|: 4.48 eV/Å
- Charge: -2
- Energy relative to the best compared isomer or geometry (same formula, charge and spin): 24.11 kcal per mole
- E_HOMO: -0.51 eV
- Molar mass: 414.90 g/mol
- Orbital gap: 5.42 eV

```
30
Properties=species:S:1:pos:R:3:nbo_charge:R:1
Pd -0.4344 0.8742 -0.3900 0.24
S 1.0652 2.7259 0.0999 -0.45
C 2.2866 2.1620 1.3420 -0.32
C 3.4072 3.0123 1.4255 0.30
N 4.2604 3.7930 1.4507 -0.43
C 1.9403 1.3202 2.3531 -0.31
S 0.5935 0.2835 2.5939 -0.42
C 2.8973 1.2373 3.3621 0.31
N 3.7052 1.2551 4.2176 -0.44
C 2.5104 -0.3694 -1.3316 -0.85
S 0.7658 -0.6989 -1.2959 1.34
C 0.6701 -1.8666 0.0204 -0.85
O 0.5070 -1.3537 -2.6257 -1.04
H 3.0383 -1.2327 -1.7942 0.22
H 2.7316 -0.0751 -0.3054 0.26
H 2.5940 0.5864 -1.8254 0.26
H 1.1205 -1.3750 0.8208 0.27
H 1.1969 -2.8612 -0.2545 0.19
H -0.3485 -2.1695 0.1928 0.26
C -4.0629 -1.3335 -0.1244 -0.42
N -2.6759 -0.9664 -0.0242 -0.68
C -2.4302 0.1921 -0.8233 0.06
N -2.5914 -0.0521 -2.1674 -0.88
S -2.6582 1.7715 -0.1973 -0.31
H -4.2512 -2.2305 0.4914 0.17
H -4.2821 -1.4803 -1.1933 0.20
H -4.8069 -0.6232 0.2218 0.16
H -2.4340 -0.6323 0.9311 0.39
H -2.4249 0.7861 -2.6667 0.37
H -1.8896 -0.6792 -2.5037 0.39
```